Record 1
Computed, not measured: a cluster of 2 separate species, CH3FO2S in total in a non-equilibrium geometry, with the ωB97M-V functional and the def2-TZVPD basis.

```
8
Properties=species:S:1:pos:R:3:forces:R:3:mulliken_charge:R:1
C 0.277 -0.886 -0.354 -0.6728 0.7322 -0.9402 -0.6505
O 0.088 0.766 2.149 0.4036 -0.3225 -1.3365 -0.4168
O -1.767 0.561 0.515 -0.2359 0.4950 -0.1101 -0.4070
F 0.724 2.164 -1.232 -0.5936 -0.9913 1.2617 -0.4242
S -0.369 0.562 0.797 0.1209 -0.6599 -0.9540 0.9683
H -0.625 -1.269 -0.945 0.9114 0.3665 1.6853 0.2928
H 0.776 -0.277 -1.125 0.4997 -0.2219 0.6371 0.3155
H 0.895 -1.620 0.194 -0.4334 0.6019 -0.2433 0.3219
```
Positions in Å, forces in eV/Å.

The calculation puts the max |F| at 1.951 eV/Å. For the energy relative to the best compared isomer or geometry (same formula, charge and spin), the calculation gives 3.896 eV. For the HOMO energy (spin up / spin down), the calculation gives -12.6564 / -9.9793 eV. The calculation puts the orbital gap (spin up / spin down) at 9.80 / 6.49 eV.

---

Record 2
Computed, not measured: a cluster of 9 separate species, C23H25Cl4F7O21 in total in a non-equilibrium geometry, with the ωB97M-V functional and the def2-TZVPD basis.

```
80
Properties=species:S:1:pos:R:3:forces:R:3:mulliken_charge:R:1
C 0.319 0.871 0.910 0.1844 0.0926 0.3927 1.1255
Cl 0.040 2.151 2.116 0.1930 -0.0273 -0.4108 -0.1712
Cl -1.094 -0.209 0.876 0.3824 0.0213 -0.1320 0.1061
H 0.521 1.253 -0.085 -0.5874 0.3696 0.1378 -0.8719
H 1.221 0.340 1.205 -0.3552 -0.2470 0.2925 -0.1080
C 4.826 -0.793 1.665 0.1449 -0.3860 0.3170 0.1796
Cl 6.110 -1.887 1.092 -0.1767 0.1113 -0.1480 -0.1740
Cl 3.369 -1.674 2.129 -0.1589 -0.1759 -0.0570 -0.0149
H 5.207 -0.335 2.569 -0.0405 0.3333 -0.1791 0.3675
H 4.555 -0.106 0.874 0.1559 0.1465 0.0897 -0.3368
C 0.017 -0.305 4.998 1.5375 -0.1999 -0.7556 0.4467
C 1.488 0.059 5.271 -0.9493 0.1320 0.1179 0.3522
O 1.385 1.017 6.291 0.7382 -0.5108 -0.2441 -0.3697
C 0.106 1.478 6.381 0.1594 0.1230 -0.0345 0.5331
O -0.206 2.381 7.077 -0.2792 -0.0809 -0.1012 -0.4995
O -0.687 0.756 5.568 -0.8471 0.3438 0.5691 -0.3478
F 2.022 0.648 4.147 0.2871 -0.0944 0.2859 -0.2523
H -0.198 -1.289 5.421 -0.4753 0.2416 0.0686 0.3345
H -0.095 -0.271 3.914 -0.4065 -0.2526 0.0550 -0.4896
H 2.099 -0.790 5.570 0.2679 0.2823 0.0227 0.2901
C 3.377 3.550 -1.555 0.1258 -0.6171 0.7260 -0.4429
C 3.366 2.031 -1.497 -0.6252 0.5505 -0.0811 0.1443
O 2.309 1.729 -2.394 0.0999 -0.2338 -0.0787 0.0178
C 2.155 2.761 -3.258 1.0225 -0.8405 -0.8846 0.4823
O 1.645 2.664 -4.335 -0.3527 0.2915 0.6550 -0.6202
O 2.854 3.821 -2.847 0.1246 0.6654 0.0169 -0.3296
F 3.056 1.604 -0.247 0.3912 0.5392 0.0291 -0.2952
H 4.397 3.894 -1.401 -0.2143 0.5805 -0.3209 0.3813
H 2.673 3.906 -0.803 0.2154 0.2158 0.1039 0.2954
H 4.289 1.551 -1.825 -0.0686 -0.1831 0.0520 0.3681
C -1.510 5.312 -2.924 -0.2062 -1.1181 -0.8305 -0.5735
C -0.047 5.167 -2.478 -1.4187 1.3009 0.9182 0.5016
O -0.042 4.017 -1.664 0.8369 0.1568 -0.9509 -0.2747
C -1.322 3.700 -1.319 -0.7690 0.2030 0.1435 0.5051
O -1.635 2.893 -0.515 0.2989 -0.2777 -0.0840 -0.4451
O -2.176 4.452 -2.015 -0.5150 0.1129 0.2282 -0.3457
F 0.170 6.238 -1.616 0.6573 -0.1828 -0.3696 -0.3541
H -1.693 4.935 -3.939 0.2682 -0.1793 0.1114 0.1995
H -2.002 6.280 -2.902 0.6519 0.2867 0.4533 0.3504
H 0.693 5.166 -3.273 0.2078 -0.2201 0.2706 0.3582
C -3.633 -2.238 -0.158 0.1363 0.5879 0.0481 0.2743
C -4.784 -2.933 -0.863 1.1895 -0.4551 0.5125 0.4086
O -5.415 -3.558 0.246 -0.7807 0.0397 -0.9016 -0.3466
C -5.168 -2.834 1.360 0.0291 -0.0503 0.9203 0.5821
O -5.699 -2.978 2.411 -0.1834 -0.1279 -0.2448 -0.5336
O -4.203 -1.937 1.124 0.4155 0.3549 -0.3309 -0.2423
F -4.307 -3.907 -1.691 -0.2942 0.0966 0.0171 -0.2761
H -3.286 -1.322 -0.631 -0.1591 0.0151 0.0174 -0.0486
H -2.785 -2.906 -0.007 -0.1207 -0.1757 -0.2570 -0.2151
H -5.428 -2.266 -1.439 -0.2945 -0.2373 0.1679 0.3083
C 2.024 -2.061 -2.560 1.0583 1.2524 -0.2092 -0.4254
C 2.284 -1.634 -1.110 -0.6686 -1.6128 -0.8966 -0.0487
O 1.276 -2.378 -0.449 0.5645 0.1206 0.2590 -0.1137
C 0.301 -2.700 -1.336 -0.3578 0.1850 0.3075 0.4438
O -0.694 -3.267 -1.039 -0.2103 -0.1409 0.0420 -0.4657
O 0.619 -2.275 -2.570 0.5009 -0.2070 -0.4608 -0.3711
F 2.023 -0.317 -0.925 0.2131 -0.8443 -0.1493 0.2008
H 2.591 -2.925 -2.909 -0.2712 -0.4516 0.5656 0.3425
H 2.388 -1.274 -3.225 -0.8407 0.2808 -0.0891 0.2572
H 3.275 -1.927 -0.767 -0.1164 0.2899 0.4146 0.2398
C -1.259 1.790 -4.294 0.9749 -0.0074 -0.2717 -0.1892
C -1.012 0.549 -3.452 0.0002 -0.3907 -1.1266 0.2651
O -2.320 0.178 -3.107 0.5089 -0.4999 0.4638 -0.2841
C -3.138 1.254 -3.195 -0.0736 0.8380 -0.5871 0.5639
O -4.248 1.332 -2.820 -0.5606 -0.4365 0.4512 -0.5111
O -2.516 2.260 -3.863 0.2253 0.0659 0.2767 -0.4037
F -0.252 0.727 -2.337 -0.2644 0.5161 0.3319 -0.1849
H -1.315 1.536 -5.355 -0.0613 -0.2333 0.0430 0.4289
H -0.425 2.491 -4.208 -0.5769 0.1888 0.3108 0.0621
H -0.481 -0.220 -4.014 -0.5092 -0.2720 0.0331 0.2878
C -0.712 -3.440 2.427 -0.6226 1.3896 -1.2142 1.3694
C 0.166 -4.654 2.271 -0.0032 -0.6393 1.3623 0.5501
O -0.297 -5.460 3.346 0.3347 -0.8230 -0.5051 -0.3900
C -1.472 -5.024 3.824 -0.1572 1.0024 0.2552 0.5631
O -2.088 -5.517 4.697 -0.3222 -0.6239 0.3358 -0.5042
O -1.817 -3.862 3.216 0.3952 -0.1485 -0.1477 -0.3620
F 1.486 -4.444 2.543 0.0094 0.4593 -0.3708 -0.2927
H -1.079 -3.053 1.475 -0.0844 -0.3819 -0.0670 -0.7771
H -0.248 -2.553 2.861 0.4410 -0.3784 0.4347 -0.4696
H 0.087 -5.218 1.344 0.0313 0.1811 -0.1350 0.2849
```
Positions in Å, forces in eV/Å.

The calculation puts the max |F| at 2.133 eV/Å. The structure (SMILES) is O=C1OC[C@@H](F)O1.O=C1OC[C@@H](F)O1.O=C1OC[C@@H](F)O1.O=C1OC[C@@H](F)O1.O=C1OC[C@@H](F)O1.O=C1OC[C@@H](F)O1.O=C1OC[C@@H](F)O1.ClCCl.ClCCl. For the energy relative to the best compared isomer or geometry (same formula, charge and spin), the calculation gives 0.000 eV. For the HOMO energy, the calculation gives -10.7682 eV. The calculation puts the orbital gap at 10.30 eV.

---

Record 3
Computed, not measured: the molecule C5H7ClS in a non-equilibrium geometry, with the ωB97M-V functional and the def2-TZVPD basis.

```
14
Properties=species:S:1:pos:R:3:forces:R:3:mulliken_charge:R:1
C 0.982 -1.587 0.437 -0.4610 -0.1398 3.0140 -0.6676
C 1.419 0.929 -0.397 -1.6513 0.1043 0.2308 -0.2383
C 0.228 1.373 0.067 -0.5550 1.2704 0.3263 -0.3885
C -1.136 0.784 0.168 0.9784 0.8008 2.5784 -0.3067
C -1.768 0.052 -0.698 -0.4473 -1.0351 -2.5308 -0.0771
H 0.531 -0.724 1.235 1.2014 -2.8387 -2.0439 0.2095
H 0.131 -2.138 -0.061 0.9127 0.8820 0.4409 0.2375
H 1.635 -2.402 1.033 -1.4565 1.9802 -1.3801 0.3102
H 2.181 1.597 -0.666 0.8194 1.3814 0.1341 0.3123
H 0.174 2.424 0.484 0.4438 -1.0184 -0.9747 0.2067
H -1.703 1.025 1.107 0.6814 -0.1684 -0.8356 0.2869
H -1.365 -0.149 -1.735 -0.6822 -0.0622 1.4083 0.3591
S 2.071 -0.626 -0.629 -0.3561 -1.3278 -0.0072 -0.0489
Cl -3.380 -0.559 -0.345 0.5723 0.1713 -0.3605 -0.1951
```
Positions in Å, forces in eV/Å.

The calculation puts the max |F| at 3.698 eV/Å. The structure (SMILES) is CS/C=C\C=C\Cl. For the energy relative to the best compared isomer or geometry (same formula, charge and spin), the calculation gives 1.750 eV. For the HOMO energy, the calculation gives -8.1988 eV. The calculation puts the orbital gap at 8.87 eV.

---

Record 4
Computed, not measured: a cluster of 2 separate species, C3H5NO2 in total in a non-equilibrium geometry, with the ωB97M-V functional and the def2-TZVPD basis.

```
11
Properties=species:S:1:pos:R:3:forces:R:3:mulliken_charge:R:1
C 1.096 -0.406 0.357 1.7622 -0.9289 -0.1848 0.7211
C 1.503 0.699 0.844 -0.5646 3.1448 0.5859 -0.9138
C -0.759 0.187 -0.949 -1.7248 0.1670 1.5650 -0.7048
N -1.294 0.277 0.196 0.6219 1.3217 0.0068 -0.2179
O 1.244 -1.480 -0.026 -0.9520 -2.2986 -0.5990 -0.3874
O -1.994 -0.755 0.646 -0.7352 -0.4296 1.0610 -0.2920
H -2.230 -1.296 -0.095 -0.2639 -1.0414 -0.8142 0.3249
H 2.517 0.722 1.114 1.2100 -0.2189 0.4622 0.3164
H 1.012 1.646 0.774 -0.4713 0.0005 0.2131 0.3130
H -0.249 1.005 -1.255 1.4867 2.4380 -0.9452 0.4277
H -0.847 -0.598 -1.606 -0.3690 -2.1546 -1.3509 0.4126
```
Positions in Å, forces in eV/Å.

The calculation puts the max |F| at 3.248 eV/Å. The structure (SMILES) is C=C=O.C=NO. For the energy relative to the best compared isomer or geometry (same formula, charge and spin), the calculation gives 4.906 eV. For the HOMO energy, the calculation gives -8.9607 eV. The calculation puts the orbital gap at 9.72 eV.

---

no.,electronic energy (eV)
1,-18728.6076
2,-136366.9591
3,-28653.8428
4,-8772.7883